No. 1
Below is a molecular structure, C27H43NOP2Si2Ti in a non-equilibrium geometry, with properties calculated with wB97M-V/def2-TZVPD.

Element x y z (Å)
C -2.5576 2.0582 -3.1868
C -2.1724 0.9224 -2.4735
C -0.7820 0.6708 -2.3260
C 0.1740 1.5251 -2.8954
C -0.2428 2.6714 -3.5735
C -1.6044 2.9323 -3.7160
C 1.6120 1.2542 -2.5720
C 1.8774 -0.2210 -2.5056
C 0.8606 -1.0458 -1.9963
C 1.0266 -2.4553 -1.9181
C 2.2526 -2.9806 -2.3269
C 3.2787 -2.1518 -2.7964
C 3.1023 -0.7750 -2.8650
H -3.6295 2.2674 -3.2978
H 0.5146 3.3586 -3.9584
H -1.9304 3.8370 -4.2290
H 2.2687 1.7332 -3.3089
H 2.4039 -4.0623 -2.2563
H 4.2291 -2.5906 -3.1019
H 3.9017 -0.1029 -3.2038
N -0.3430 -0.4432 -1.5935
Ti -0.6289 -0.5233 0.4741
C -3.1591 -0.0343 -1.8294
H -3.0321 -1.0710 -2.1971
H -4.1900 0.2991 -2.0368
C -0.1214 -3.3239 -1.4396
H -1.0027 -3.2369 -2.1011
H 0.1970 -4.3775 -1.4197
P -3.0171 -0.1044 0.0200
P -0.7040 -2.9276 0.2590
C 0.4523 -3.9053 1.2430
H 0.1676 -3.8486 2.2984
H 0.4155 -4.9477 0.9015
H 1.4717 -3.5254 1.1362
C -2.1971 -3.9596 0.3744
H -1.8928 -5.0133 0.2965
H -2.6808 -3.7927 1.3430
H -2.9086 -3.7176 -0.4235
C -3.6063 1.5511 0.4525
H -4.4996 1.7584 -0.1511
H -3.8652 1.5778 1.5158
H -2.8504 2.3166 0.2546
C -4.4557 -1.1321 0.4331
H -4.4782 -1.2942 1.5171
H -5.3604 -0.5871 0.1284
H -4.4174 -2.1031 -0.0745
C -1.2696 -0.9479 2.3719
O -1.6480 -1.2247 3.4510
H 1.8282 1.6995 -1.5726
C 1.7762 0.6512 3.9931
Si 2.3033 0.0435 2.2775
C 3.9814 0.7499 1.7542
C 2.6925 -1.7743 2.5472
C 1.0479 0.5700 0.9251
Si 0.4568 2.3419 1.2367
C 1.9448 3.4429 1.6744
C -0.2510 3.3256 -0.2109
C -0.8456 2.4499 2.5872
H 2.5237 0.3214 4.7303
H 0.8165 0.2028 4.2866
H 1.6853 1.7409 4.0837
H 4.7499 0.5101 2.5034
H 4.2936 0.2774 0.8105
H 3.9866 1.8351 1.6097
H 1.8352 -2.3350 2.9377
H 3.0434 -2.2586 1.6270
H 3.5041 -1.8649 3.2895
H 1.4448 0.4587 -0.1034
H 2.6723 3.4572 0.8507
H 1.5966 4.4783 1.8043
H 2.4809 3.1636 2.5887
H -1.0762 2.8359 -0.7384
H -0.6186 4.2955 0.1695
H 0.5233 3.5569 -0.9565
H -1.7860 1.9465 2.3322
H -0.4907 2.0527 3.5436
H -1.0781 3.5185 2.7222

Atoms 1-2, force components in eV/Å:
C -0.17 0.04 0.28
C 0.82 -0.21 0.18

Output
E: -89680.027 eV
relative energy (zero: lowest compared OMol25 entry of this formula, charge and spin): 0.00 kJ/mol
HOMO-LUMO gap (spin up / spin down): 5.4 / 5.6 eV
total charge: +1
spin multiplicity: 2

Formally, the Löwdin partial charges of the atoms, in units of the elementary charge, are as follows: atom 1 (C): -0.05, atom 2 (C): -0.23, atom 3 (C): -0.21, atom 4 (C): -0.17, atom 5 (C): -0.03, atom 6 (C): -0.07, atom 7 (C): -0.07, atom 8 (C): -0.16, atom 9 (C): -0.22, atom 10 (C): -0.21, atom 11 (C): -0.04, atom 12 (C): -0.07, atom 13 (C): -0.02, atom 14 (H): 0.12, atom 15 (H): 0.12, atom 16 (H): 0.11, atom 17 (H): 0.13, atom 18 (H): 0.12, atom 19 (H): 0.11, atom 20 (H): 0.13, atom 21 (N): -0.08, atom 22 (Ti): 0.47, atom 23 (C): -0.27, atom 24 (H): 0.10, atom 25 (H): 0.10, atom 26 (C): -0.27, atom 27 (H): 0.10, atom 28 (H): 0.10, atom 29 (P): 0.84, atom 30 (P): 0.84, atom 31 (C): -0.23, atom 32 (H): 0.06, atom 33 (H): 0.07, atom 34 (H): 0.03, atom 35 (C): -0.23, atom 36 (H): 0.07, atom 37 (H): 0.05, atom 38 (H): 0.04, atom 39 (C): -0.23, atom 40 (H): 0.07, atom 41 (H): 0.06, atom 42 (H): 0.03, atom 43 (C): -0.23, atom 44 (H): 0.06, atom 45 (H): 0.07, atom 46 (H): 0.04, atom 47 (C): -0.15, atom 48 (O): 0.13, atom 49 (H): 0.12, atom 50 (C): -0.18, atom 51 (Si): 0.45, atom 52 (C): -0.17, atom 53 (C): -0.19, atom 54 (C): -0.42, atom 55 (Si): 0.42, atom 56 (C): -0.18, atom 57 (C): -0.16, atom 58 (C): -0.16, atom 59 (H): 0.05, atom 60 (H): 0.02, atom 61 (H): 0.02, atom 62 (H): 0.04, atom 63 (H): 0.04, atom 64 (H): 0.01, atom 65 (H): 0.01, atom 66 (H): 0.03, atom 67 (H): 0.05, atom 68 (H): 0.00, atom 69 (H): 0.04, atom 70 (H): 0.04, atom 71 (H): 0.02, atom 72 (H): 0.00, atom 73 (H): 0.06, atom 74 (H): 0.04, atom 75 (H): -0.01, atom 76 (H): 0.02, atom 77 (H): 0.06

---

No. 2
Below is a molecular structure, C23H27F10GeN3OPb, with properties calculated with wB97M-V/def2-TZVPD.

Element x y z (Å)
Pb 0.2682 -0.4044 -0.3669
C -0.3500 -0.5304 2.9891
N 0.2801 0.4816 2.1352
C -0.4493 1.7439 2.3432
C -0.0973 2.8914 1.4171
N -0.5209 2.5882 0.0766
C -0.2889 3.4057 -0.9346
C 0.4435 4.6294 -0.9333
F 0.9904 5.0750 0.1998
C 0.6086 5.3772 -2.0737
F 1.2946 6.5164 -2.0489
C 0.0545 4.9431 -3.2757
F 0.2198 5.6718 -4.3710
C -0.6789 3.7618 -3.3343
F -1.2142 3.3832 -4.4914
C -0.8527 3.0154 -2.1932
F -1.5832 1.9169 -2.2569
C 1.7041 0.6378 2.4979
C 2.5725 -0.4459 1.8737
N 2.4301 -0.4710 0.4392
C 3.4754 -0.1582 -0.3701
C 4.5579 0.6921 -0.0744
F 4.5925 1.3582 1.1032
C 5.5854 0.9506 -0.9643
F 6.5759 1.7735 -0.6064
C 5.5766 0.3984 -2.2324
F 6.5628 0.6545 -3.1007
C 4.5123 -0.4161 -2.5858
F 4.4751 -0.9694 -3.8015
C 3.5072 -0.6774 -1.6791
F 2.5093 -1.5044 -2.0689
H -0.4861 -0.1474 4.0083
H 0.2672 -1.4230 3.0278
H -1.3168 -0.8156 2.5743
H -0.2908 2.0698 3.3829
H -1.5151 1.5340 2.2341
H 0.9621 3.1552 1.4807
H -0.6402 3.7791 1.7691
H 1.7960 0.6361 3.5939
H 2.0549 1.6019 2.1340
H 2.2831 -1.4207 2.2877
H 3.5977 -0.2811 2.2055
C -3.2792 -2.4196 -1.0941
C -3.3441 -1.6784 0.2179
O -2.6979 -0.4119 0.0246
H -3.7357 -3.4069 -1.0107
H -2.2397 -2.5515 -1.3916
H -3.7951 -1.8641 -1.8767
H -2.8227 -2.2362 1.0041
H -4.3822 -1.5214 0.5265
H -2.9814 0.1933 0.7162
C 1.7738 -5.1424 -0.0796
Ge 0.0635 -4.2601 -0.4465
C -0.1742 -4.2116 -2.3912
C -1.3722 -5.3531 0.3230
C 0.0970 -2.5240 0.4091
H 1.7904 -6.1501 -0.4951
H 1.9349 -5.2109 0.9971
H 2.5998 -4.5782 -0.5123
H -0.0526 -5.2212 -2.7869
H 0.5739 -3.5760 -2.8657
H -1.1618 -3.8586 -2.6868
H -1.3378 -6.3796 -0.0409
H -2.3492 -4.9403 0.0702
H -1.2840 -5.3745 1.4098
H 0.7830 -2.6184 1.2568

Atoms 1-2, force components in eV/Å:
Pb 0.03 -0.09 -0.28
C 0.02 -0.11 -0.05

Output
E: -119739.134 eV
relative energy (zero: lowest compared OMol25 entry of this formula, charge and spin): 0.00 kJ/mol
HOMO-LUMO gap (spin up / spin down): 5.1 / 7.0 eV

Formally, the Löwdin partial charges of the atoms, in units of the elementary charge, are as follows: atom 1 (Pb): 1.26, atom 2 (C): -0.09, atom 3 (N): -0.28, atom 4 (C): -0.20, atom 5 (C): -0.21, atom 6 (N): 0.09, atom 7 (C): -0.18, atom 8 (C): -0.12, atom 9 (F): 0.12, atom 10 (C): -0.14, atom 11 (F): 0.14, atom 12 (C): -0.12, atom 13 (F): 0.15, atom 14 (C): -0.14, atom 15 (F): 0.14, atom 16 (C): -0.15, atom 17 (F): 0.11, atom 18 (C): -0.18, atom 19 (C): -0.24, atom 20 (N): -0.17, atom 21 (C): -0.22, atom 22 (C): -0.14, atom 23 (F): 0.07, atom 24 (C): -0.15, atom 25 (F): 0.12, atom 26 (C): -0.16, atom 27 (F): 0.11, atom 28 (C): -0.15, atom 29 (F): 0.12, atom 30 (C): -0.16, atom 31 (F): 0.03, atom 32 (H): 0.10, atom 33 (H): 0.07, atom 34 (H): 0.08, atom 35 (H): 0.13, atom 36 (H): 0.12, atom 37 (H): 0.11, atom 38 (H): 0.14, atom 39 (H): 0.13, atom 40 (H): 0.11, atom 41 (H): 0.10, atom 42 (H): 0.12, atom 43 (C): -0.08, atom 44 (C): -0.31, atom 45 (O): -0.18, atom 46 (H): 0.08, atom 47 (H): 0.03, atom 48 (H): 0.09, atom 49 (H): 0.10, atom 50 (H): 0.12, atom 51 (H): 0.07, atom 52 (C): -0.22, atom 53 (Ge): 0.67, atom 54 (C): -0.22, atom 55 (C): -0.22, atom 56 (C): -0.40, atom 57 (H): 0.02, atom 58 (H): 0.02, atom 59 (H): 0.02, atom 60 (H): 0.02, atom 61 (H): 0.01, atom 62 (H): 0.00, atom 63 (H): 0.02, atom 64 (H): -0.01, atom 65 (H): 0.02, atom 66 (H): -0.08

---

No. 3
Below is 3 unconnected molecules or ions with the total composition C4H12NO in a non-equilibrium geometry, with properties calculated with wB97M-V/def2-TZVPD.

Element x y z (Å)
C 1.7016 1.2434 -1.8836
C 0.4602 1.4666 -0.9822
C -0.4234 0.3192 -0.8423
C 0.0262 -0.8259 -0.1147
N -0.4322 -2.0154 0.0110
H 2.3764 0.5475 -1.3788
H 2.1338 2.1361 -2.3121
H 1.4216 0.5890 -2.7187
H -0.0743 2.3761 -1.2535
H 0.8582 1.6605 0.0287
H -1.3232 0.2690 -1.4574
H 0.9163 -0.6535 0.4971
H -4.0355 2.7626 2.9617
H -4.1193 2.3715 3.5649
H -1.2951 -2.2099 -0.5126
H 0.5988 -3.9172 2.6687
H 0.2965 -2.9917 1.4983
O 0.9133 -3.1278 2.2255

Atoms 1-2, force components in eV/Å:
C -0.16 -2.62 -0.86
C -0.77 1.07 1.53

Output
E: -7868.834 eV
relative energy (zero: lowest compared OMol25 entry of this formula, charge and spin): 526.56 kJ/mol
HOMO-LUMO gap: 5.6 eV
total charge: +1

Formally, the Löwdin partial charges of the atoms, in units of the elementary charge, are as follows: atom 1 (C): -0.02, atom 2 (C): -0.19, atom 3 (C): 0.17, atom 4 (C): -0.14, atom 5 (N): 0.24, atom 6 (H): 0.09, atom 7 (H): 0.10, atom 8 (H): 0.09, atom 9 (H): 0.14, atom 10 (H): 0.15, atom 11 (H): 0.16, atom 12 (H): 0.14, atom 13 (H): 0.00, atom 14 (H): 0.00, atom 15 (H): 0.12, atom 16 (H): 0.04, atom 17 (H): -0.04, atom 18 (O): -0.07

---

No. 4
Below is 2 unconnected molecules or ions with the total composition C4H14N2O in a non-equilibrium geometry, with properties calculated with wB97M-V/def2-TZVPD.

Element x y z (Å)
C -1.4508 1.0156 -0.3312
C -0.4209 1.1868 0.8275
C 0.4267 -0.0620 1.0503
C 2.2544 -1.5734 0.6183
N 1.6247 -0.2983 0.1990
N -2.8127 1.5145 -0.0410
H -1.5933 -0.0423 -0.5114
H -1.0387 1.6063 -1.1474
H 0.1194 2.1267 0.7107
H -0.8828 1.3171 1.8131
H -0.1183 -1.0098 0.9859
H 0.7355 -0.0302 2.1097
H 2.5492 -1.5681 1.6802
H 1.6636 -2.4121 0.2712
H 3.2596 -1.5610 0.1857
H 2.3075 0.3967 0.4814
H -3.4039 0.7232 0.1352
H -2.9247 2.2056 0.6757
H 0.7580 -0.9872 -1.4318
H -0.6069 -1.5309 -2.0266
O 0.3298 -1.4137 -2.1814

Atoms 1-2, force components in eV/Å:
C -0.18 1.45 1.56
C -0.65 -0.75 -0.02

Output
E: -9401.861 eV
relative energy (zero: lowest compared OMol25 entry of this formula, charge and spin): 168.41 kJ/mol
SMILES: CNCCCN.O
HOMO-LUMO gap: 9.9 eV

Formally, the Löwdin partial charges of the atoms, in units of the elementary charge, are as follows: atom 1 (C): -0.26, atom 2 (C): -0.18, atom 3 (C): -0.26, atom 4 (C): -0.13, atom 5 (N): -0.14, atom 6 (N): -0.02, atom 7 (H): 0.09, atom 8 (H): 0.10, atom 9 (H): 0.11, atom 10 (H): 0.10, atom 11 (H): 0.11, atom 12 (H): 0.11, atom 13 (H): 0.08, atom 14 (H): 0.08, atom 15 (H): 0.08, atom 16 (H): 0.10, atom 17 (H): 0.05, atom 18 (H): 0.05, atom 19 (H): -0.03, atom 20 (H): 0.02, atom 21 (O): -0.07

---

No. 5
Below is a gas-phase ion, C8H18N3 (charge +1) in a non-equilibrium geometry, with properties calculated with wB97M-V/def2-TZVPD.

Element x y z (Å)
C -0.5846 0.8057 0.2723
C -1.0135 0.7765 -1.2580
C -1.2506 2.1482 -3.4073
C 0.5446 -1.3873 2.7232
C 0.7476 -2.7639 0.7477
C 1.8147 0.1208 0.4726
C -0.5384 2.0681 -1.9965
C 0.1333 -1.4979 1.2532
N -0.4891 -0.3688 -1.7846
N 0.3144 -1.0341 -1.3581
N 0.4153 -0.2579 0.5096
H -0.2273 1.7274 0.5841
H -1.4124 0.7240 0.9365
H -2.0647 0.7039 -1.2780
H -2.3520 2.0887 -3.2897
H -1.0218 1.2269 -4.0160
H -0.9901 3.1184 -3.8219
H 1.6745 -1.2265 2.6658
H 0.0352 -0.4479 3.1615
H 0.3854 -2.2823 3.3427
H 0.0641 -3.5850 1.1372
H 1.6680 -2.8314 1.1492
H 0.6913 -2.7589 -0.2999
H 2.4683 -0.8342 0.6640
H 2.1729 0.6483 -0.4346
H 1.9332 0.8742 1.2435
H -0.6072 2.8867 -1.3804
H 0.5284 1.9611 -2.1814
H -0.9694 -1.4690 1.1313

Atoms 1-2, force components in eV/Å:
C 1.03 -2.93 0.22
C -0.41 3.44 1.93

Output
E: -13048.567 eV
relative energy (zero: lowest compared OMol25 entry of this formula, charge and spin): 266.13 kJ/mol
SMILES: CC[C@H](CN(C)C(C)C)[N+]#N
HOMO-LUMO gap: 9.3 eV
total charge: +1

Formally, the Löwdin partial charges of the atoms, in units of the elementary charge, are as follows: atom 1 (C): -0.04, atom 2 (C): -0.26, atom 3 (C): -0.06, atom 4 (C): -0.04, atom 5 (C): -0.05, atom 6 (C): -0.04, atom 7 (C): -0.15, atom 8 (C): -0.44, atom 9 (N): 0.11, atom 10 (N): 0.32, atom 11 (N): -0.20, atom 12 (H): 0.11, atom 13 (H): 0.13, atom 14 (H): 0.14, atom 15 (H): 0.08, atom 16 (H): 0.09, atom 17 (H): 0.08, atom 18 (H): 0.10, atom 19 (H): 0.11, atom 20 (H): 0.10, atom 21 (H): 0.14, atom 22 (H): 0.04, atom 23 (H): 0.04, atom 24 (H): 0.14, atom 25 (H): 0.10, atom 26 (H): 0.10, atom 27 (H): 0.09, atom 28 (H): 0.11, atom 29 (H): 0.15